(1)
The following is a DFT calculation (the ωB97M-V functional and the def2-TZVPD basis) of a cluster of 3 separate species, C32H54IN4O7S4 in total.

Last column: Mulliken charge in e.
Element x y z (Å)
1 C -2.736573 -2.897086 3.058867  -0.904
2 C -2.567249 -1.679548 1.927995  -0.434
3 N -1.312609 -2.010798 1.150634  0.193
4 C -0.704572 -0.805753 0.467677  -0.256
5 C -1.725942 0.395056 -0.047622  -0.679
6 C -1.076238 1.716067 -0.840833  0.537
7 C -2.105848 2.885806 -1.351403  -0.781
8 C -2.031327 4.169557 -0.287452  -0.453
9 C -2.520974 3.638187 1.216239  -0.741
10 I -3.317171 5.824914 -1.045360  0.078
11 C 0.554620 1.696186 -1.036513  -0.096
12 C 1.198853 2.998137 -1.864092  -0.692
13 C 0.902800 2.652541 -3.473523  -0.645
14 C 0.914411 1.035071 -3.777049  0.308
15 C 1.135605 0.670295 -5.390856  -0.644
16 C 1.622212 -0.929041 -5.402320  -0.337
17 C 0.329458 -1.965426 -5.629192  -0.704
18 C 0.047564 -2.847713 -4.237259  -0.364
19 S -1.186699 -4.214150 -4.580709  -0.088
20 C -1.876834 -4.965080 -3.008299  0.316
21 N -3.331581 -4.961475 -2.565903  -0.228
22 N -3.620210 -5.624074 -1.365798  -0.233
23 C -2.279685 -6.143212 -0.893214  -0.011
24 O -1.259096 -5.722893 -1.909113  -0.256
25 C 1.468254 0.433626 -0.470348  0.300
26 S 3.355253 0.540847 -0.751929  -0.116
27 N 0.822682 -0.768771 0.249861  0.797
28 C 1.600413 -1.966540 0.748675  -0.908
29 C 1.698140 -2.102443 2.380468  -0.146
30 C 3.203863 -2.664180 2.727233  -0.737
31 O 4.290538 -1.696071 2.513062  -0.239
32 C 4.129686 -0.480930 3.326317  0.479
33 C 3.370547 -0.361466 4.774360  -0.778
34 O 4.713219 0.650017 2.846150  -0.561
35 H -3.882646 -3.080193 3.281539  0.336
36 H -2.117959 -2.670318 4.048930  0.237
37 H -2.299631 -3.904748 2.606482  0.217
38 H -2.566870 -0.634089 2.453839  0.358
39 H -3.532438 -1.777739 1.234853  0.285
40 H -1.480444 -2.797362 0.464777  0.176
41 H -2.893614 0.383051 0.077383  0.235
42 H -1.807614 3.328345 -2.394399  0.192
43 H -3.203243 2.444753 -1.408205  0.447
44 H -0.921456 4.546424 -0.194408  0.359
45 H -3.596224 3.177916 1.170140  0.240
46 H -1.733936 2.889406 1.662535  0.214
47 H -2.574962 4.550609 1.971066  0.346
48 H 2.369488 3.057484 -1.775926  0.354
49 H 0.725126 4.024571 -1.530972  0.145
50 H 1.730283 3.253308 -4.070445  0.401
51 H -0.130305 3.145205 -3.775021  0.182
52 H 1.877402 0.600277 -3.236341  -0.193
53 H -0.071692 0.474603 -3.466623  0.010
54 H 0.079844 0.692609 -5.908334  0.290
55 H 1.924387 1.392427 -5.866111  0.348
56 H 2.090712 -1.258101 -4.358488  0.109
57 H 2.486544 -1.121912 -6.202210  0.392
58 H -0.632600 -1.382593 -5.994127  0.359
59 H 0.708237 -2.728367 -6.464723  0.355
60 H -0.237565 -2.130804 -3.348042  0.089
61 H 1.103734 -3.333819 -3.975678  0.331
62 H -2.136615 -6.780292 0.083229  0.342
63 H 3.734337 -0.507561 -1.629886  0.195
64 H 1.027385 -2.935702 0.351803  0.202
65 H 2.694259 -2.056248 0.330484  0.272
66 H 0.829268 -2.842847 2.729437  0.231
67 H 1.440675 -1.063955 2.857126  0.293
68 H 3.264395 -3.125720 3.801318  0.312
69 H 3.406782 -3.560537 1.965432  0.410
70 H 2.933774 0.748171 4.829679  0.285
71 H 4.108044 -0.513921 5.671808  0.297
72 H 2.414695 -1.063205 4.871665  0.251
73 C 8.627958 -4.206000 1.133188  -0.643
74 C 7.726614 -3.218777 1.873168  -0.806
75 C 6.382181 -3.192857 1.147982  0.577
76 S 6.195000 -4.797370 0.384989  1.192
77 O 6.210407 -4.628312 -1.052828  -0.665
78 O 5.148701 -5.531278 1.068427  -0.671
79 C 7.775699 -5.443496 0.894429  -0.719
80 H 9.528417 -4.442838 1.707390  0.369
81 H 8.940495 -3.774462 0.174785  0.288
82 H 7.582371 -3.559850 2.905544  0.319
83 H 8.170958 -2.219504 1.916867  0.375
84 H 5.554579 -3.021404 1.840945  -0.548
85 H 6.368512 -2.437837 0.357142  0.320
86 H 8.178180 -6.099615 0.120801  0.413
87 H 7.625106 -6.003003 1.822502  0.332
88 C -8.461104 7.114036 0.661361  -0.645
89 C -8.787968 7.415981 2.123069  -0.626
90 C -8.095631 6.354690 2.976533  -0.652
91 S -6.660819 5.827704 2.051731  1.207
92 O -6.839342 4.441217 1.675011  -0.667
93 O -5.463934 6.302761 2.716743  -0.671
94 C -6.964179 6.845156 0.620515  -0.552
95 H -8.738644 7.942832 0.003565  0.347
96 H -9.011783 6.223439 0.335739  0.310
97 H -8.403030 8.408967 2.385249  0.294
98 H -9.867546 7.424663 2.302885  0.318
99 H -7.777841 6.758602 3.941097  0.335
100 H -8.738159 5.483471 3.130823  0.347
101 H -6.645973 6.323058 -0.283444  0.296
102 H -6.394284 7.771243 0.741458  0.342

Atoms 1-2, force components in eV/Å:
C 0.2 -0.1 -0.2
C -1.8 -1.6 0.7

The total charge is +1. For the frontier orbital gap, the calculation gives 6.67 eV. The calculation puts the highest occupied orbital energy at -11.03 eV.

(2)
The following is a DFT calculation (the ωB97M-V functional and the def2-TZVPD basis) of a cluster of 3 separate species, C32H54INO7PS2 in total.

Last column: Mulliken charge in e.
Element x y z (Å)
1 C -4.462367 -0.626601 1.266537  -0.231
2 C -4.240111 -0.631055 0.026295  -0.157
3 C -3.801758 -0.990829 -1.420344  -0.738
4 C -2.355100 -0.434849 -1.821908  -0.433
5 C -1.259195 -0.688355 -0.720912  -0.458
6 C 0.174208 -0.044262 -1.057960  1.946
7 C 0.563025 -0.666898 -2.464036  -1.105
8 C 0.332027 -2.215083 -2.594845  -0.879
9 C -0.066963 -3.380634 -2.339561  -0.244
10 O -0.119169 1.337848 -1.425240  -0.471
11 P 0.688793 2.576700 -0.496799  0.955
12 I 2.541174 2.286689 -2.258170  -0.302
13 C -0.623895 2.734741 0.893268  -1.760
14 C -2.143247 2.520670 0.481525  1.122
15 C -3.078962 3.776612 0.883649  -0.852
16 C -3.453011 4.634312 -0.390116  -0.189
17 C -3.880849 5.385262 -1.300352  -0.292
18 C -0.253139 3.968439 -1.369372  -0.268
19 C 0.536683 4.951004 -2.322767  -0.860
20 C 0.360195 4.631627 -3.896248  -0.271
21 C 1.695096 5.013637 -4.700587  -0.572
22 O 2.277208 3.882845 -5.394500  -0.290
23 C 3.648817 3.790532 -5.212081  0.280
24 O 4.355251 2.979343 -5.818280  -0.549
25 C 2.023625 3.715575 0.354946  -0.918
26 O 1.512485 5.018881 0.713191  -0.182
27 C 2.358978 5.651485 1.680301  -0.758
28 O 1.394712 1.346204 0.562312  -0.832
29 C 1.177504 -0.041424 0.167859  0.819
30 C 0.662839 -0.631396 1.582461  -0.928
31 C 0.501548 -2.180728 1.611339  -0.890
32 C 0.642851 -3.426513 1.711967  0.073
33 C 2.665302 -0.585445 0.073318  -1.526
34 C 2.912998 -1.965688 -0.670245  0.566
35 C 4.340772 -2.536667 -0.218553  -0.995
36 N 4.133818 -3.561200 0.863658  -0.452
37 H -4.927693 -0.729724 2.288937  0.358
38 H -3.778162 -2.108196 -1.622644  0.305
39 H -4.571651 -0.576653 -2.147893  0.380
40 H -2.494019 0.679130 -2.009601  -0.064
41 H -2.125180 -0.883569 -2.833951  0.323
42 H -1.627787 -0.154822 0.216650  -0.014
43 H -1.178693 -1.776137 -0.396971  0.363
44 H -0.039941 -0.190277 -3.300223  0.571
45 H 1.646658 -0.497052 -2.763013  0.288
46 H -0.487470 -4.373862 -2.032043  0.403
47 H -0.391136 1.961595 1.694191  0.271
48 H -0.578494 3.727245 1.454804  0.877
49 H -2.344933 2.335400 -0.605426  -0.404
50 H -2.567012 1.656096 1.087644  -0.177
51 H -2.567673 4.494544 1.584819  0.335
52 H -4.033243 3.447079 1.400881  0.335
53 H -3.994868 5.913171 -2.278779  0.367
54 H -1.083195 3.501401 -1.992730  0.259
55 H -0.695942 4.624003 -0.554630  0.215
56 H 0.012239 5.965022 -2.215830  0.377
57 H 1.604388 5.167706 -2.038473  0.334
58 H -0.522384 5.184527 -4.336465  0.433
59 H 0.232045 3.506877 -4.012700  0.125
60 H 1.389927 5.755384 -5.513184  0.228
61 H 2.436592 5.571129 -4.046691  0.316
62 H 4.181389 4.444337 -4.444092  0.296
63 H 2.896518 3.859358 -0.339465  0.434
64 H 2.426134 3.171331 1.269143  0.455
65 H 3.400300 5.750605 1.225693  0.283
66 H 1.926127 6.674122 1.910940  0.212
67 H 2.458255 5.051346 2.639793  0.258
68 H -0.360058 -0.212673 1.859502  0.216
69 H 1.340165 -0.302872 2.432180  0.662
70 H 0.582930 -4.502329 2.013569  0.350
71 H 3.409919 0.153989 -0.362412  0.141
72 H 3.026099 -0.739563 1.145898  0.328
73 H 2.085902 -2.720265 -0.587999  0.014
74 H 3.023630 -1.741556 -1.782710  0.127
75 H 4.830226 -3.023714 -1.124869  0.404
76 H 5.032056 -1.691301 0.081852  0.289
77 H 4.568139 -3.163468 1.707213  0.213
78 H 4.714996 -4.365808 0.579729  0.244
79 C 2.343141 -7.177485 1.170913  -0.743
80 S 1.800054 -7.459521 -0.526101  0.493
81 O 0.665870 -6.532022 -0.787687  -0.536
82 C 1.101123 -9.098582 -0.235124  -1.003
83 H 2.781226 -6.179376 1.227855  0.079
84 H 1.490782 -7.238412 1.850195  0.297
85 H 3.096194 -7.919314 1.442397  0.394
86 H 0.326127 -9.041995 0.531060  0.301
87 H 1.892447 -9.781365 0.078997  0.372
88 H 0.664628 -9.454486 -1.168095  0.327
89 C -3.457926 -1.587188 6.043783  -0.916
90 S -4.270969 -2.615256 4.805153  0.545
91 O -5.134346 -1.720675 3.981625  -0.649
92 C -5.349356 -3.489010 5.958330  -0.999
93 H -2.759544 -0.924454 5.532344  0.292
94 H -4.198971 -0.990060 6.578037  0.316
95 H -2.908971 -2.221117 6.741754  0.352
96 H -5.973785 -2.775200 6.498133  0.302
97 H -4.742012 -4.063926 6.659173  0.371
98 H -5.982931 -4.166909 5.386868  0.314

Atoms 1-2, force components in eV/Å:
C -0.4 -0.1 -3.6
C 0.0 -1.3 2.8

The total charge is -1. For the frontier orbital gap, the calculation gives 6.68 eV. The calculation puts the highest occupied orbital energy at -4.80 eV.

no.,E_LUMO (eV)
1,-4.3616
2,1.8830